Record 1
Formula: CH6N2S
Source: the Open Molecules 2025 dataset
Level of theory: ωB97M-V/def2-TZVPD

Geometry (Å):
C1 0.099 -0.017 0.988
N1 0.228 0.243 -2.472
N2 0.501 -0.800 2.006
S1 -1.151 -0.463 -1.775
H1 0.932 0.395 0.417
H2 -0.791 -0.130 0.360
H3 -0.056 -1.200 2.675
H4 0.602 -0.205 -3.320
H5 0.143 1.226 -2.777
H6 1.434 -1.098 2.068

energy relative to the best compared isomer or geometry (same formula, charge and spin)	71.3	kcal/mol
F_max	2.6	eV/Å
multiplicity	1
Kohn-Sham gap (alpha / beta)	8.88 / 5.69	eV
charge	0
calculated total energy	-14946.49579	eV

***

Record 2
Formula: CH6N2S2
Source: the Open Molecules 2025 dataset
Level of theory: ωB97M-V/def2-TZVPD

Geometry (Å):
S1 -3.952 -5.226 -2.695
S2 -3.224 -4.281 -4.472
H1 -3.473 -4.371 -1.785
H2 -2.960 -3.155 -3.748
N1 2.252 2.113 0.861
C1 1.971 2.308 2.186
N2 1.710 3.494 2.596
H3 2.128 1.311 0.292
H4 1.993 2.966 0.377
H5 1.804 1.413 2.787
H6 1.751 3.427 3.602

energy relative to the best compared isomer or geometry (same formula, charge and spin)	20.4	kcal/mol
SMILES string	[H]/N=C/N.SS
F_max	1.6	eV/Å
multiplicity	1
Kohn-Sham gap	8.76	eV
charge	0
calculated total energy	-25784.02512	eV

***

Record 3
Formula: CH6N2S2
Source: the Open Molecules 2025 dataset
Level of theory: ωB97M-V/def2-TZVPD

Geometry (Å):
S1 1.278 0.738 1.269
S2 1.963 -0.458 -0.306
H1 1.611 -0.140 2.225
H2 0.864 -0.253 -1.038
N1 -2.481 0.686 -1.381
C1 -2.545 -0.367 -0.530
N2 -1.492 -0.852 -0.009
H3 -1.600 1.172 -1.393
H4 -3.300 1.213 -1.618
H5 -3.483 -0.906 -0.441
H6 -1.637 -1.365 0.852

energy relative to the best compared isomer or geometry (same formula, charge and spin)	13.6	kcal/mol
SMILES string	[H]/N=C/N.SS
F_max	1.4	eV/Å
multiplicity	1
Kohn-Sham gap	8.95	eV
charge	0
calculated total energy	-25784.31779	eV

***

Record 4
Formula: CH6N2S2
Source: the Open Molecules 2025 dataset
Level of theory: ωB97M-V/def2-TZVPD

Geometry (Å):
S1 -2.400 -0.239 1.460
S2 -3.562 0.828 2.805
H1 -2.901 0.279 0.331
H2 -4.340 -0.209 3.149
N1 1.457 0.435 -0.122
C1 2.016 0.147 -1.407
N2 2.596 -0.966 -1.612
H3 0.479 0.206 -0.252
H4 1.978 -0.233 0.440
H5 2.117 0.915 -2.178
H6 2.559 -1.163 -2.612

energy relative to the best compared isomer or geometry (same formula, charge and spin)	25.7	kcal/mol
SMILES string	[H]/N=C/N.SS
F_max	2.0	eV/Å
multiplicity	1
Kohn-Sham gap	9.73	eV
charge	0
calculated total energy	-25783.79252	eV

***

Record 5
Formula: CH6N3
Source: the Open Molecules 2025 dataset
Level of theory: ωB97M-V/def2-TZVPD

Geometry (Å):
C1 -1.606 0.252 0.089
N1 0.930 1.270 -0.078
N2 0.960 -0.979 0.198
N3 0.396 0.184 0.041
H1 -1.742 -0.099 1.086
H2 -1.613 -0.466 -0.738
H3 -1.783 1.208 -0.419
H4 1.866 1.489 -0.089
H5 0.595 -1.875 0.020
H6 1.997 -0.984 -0.110

energy relative to the best compared isomer or geometry (same formula, charge and spin)	131.7	kcal/mol
F_max	5.1	eV/Å
multiplicity	1
Kohn-Sham gap (alpha / beta)	10.64 / 10.64	eV
charge	+1
calculated total energy	-5593.23416	eV

***

Record 6
Formula: CH6N3
Source: the Open Molecules 2025 dataset
Level of theory: ωB97M-V/def2-TZVPD

Geometry (Å):
C1 -0.555 -0.363 0.084
N1 0.600 0.319 0.074
N2 -1.828 0.126 -0.008
N3 1.938 -0.024 0.058
H1 -0.394 -1.375 0.266
H2 0.390 1.393 0.033
H3 -1.921 1.094 -0.072
H4 -2.596 -0.386 0.159
H5 1.933 -1.135 0.157
H6 2.432 0.352 -0.750

energy relative to the best compared isomer or geometry (same formula, charge and spin)	63.0	kcal/mol
SMILES string	NNC=[NH2+]
F_max	6.4	eV/Å
multiplicity	1
Kohn-Sham gap	10.39	eV
charge	+1
calculated total energy	-5596.21324	eV

***

Record 7
Formula: CH6N3
Source: the Open Molecules 2025 dataset
Level of theory: ωB97M-V/def2-TZVPD

Geometry (Å):
C1 -0.501 -0.222 -0.299
N1 -1.331 -0.796 -1.239
N2 -0.057 1.008 0.064
N3 1.045 0.821 0.957
H1 0.144 -1.070 0.057
H2 -1.580 -1.841 -1.178
H3 -1.912 -0.255 -1.958
H4 1.010 1.570 1.739
H5 2.037 0.851 0.554
H6 1.145 -0.067 1.302

energy relative to the best compared isomer or geometry (same formula, charge and spin)	76.0	kcal/mol
SMILES string	N/C=N/[NH3+]
F_max	4.3	eV/Å
multiplicity	1
Kohn-Sham gap	11.01	eV
charge	+1
calculated total energy	-5595.64904	eV

***

Record 8
Formula: CH6N3O
Source: the Open Molecules 2025 dataset
Level of theory: ωB97M-V/def2-TZVPD

Geometry (Å):
C1 1.458 0.369 0.029
N1 -1.705 -0.045 -0.359
N2 -1.092 0.572 0.683
N3 0.696 -0.748 0.538
O1 0.191 -1.522 -0.381
H1 1.040 0.698 -0.826
H2 1.512 1.047 0.829
H3 2.411 0.152 -0.226
H4 -1.706 0.381 -1.317
H5 -1.180 -0.958 -0.526
H6 -1.626 0.054 1.555

energy relative to the best compared isomer or geometry (same formula, charge and spin)	50.2	kcal/mol
F_max	3.9	eV/Å
multiplicity	1
Kohn-Sham gap (alpha / beta)	6.93 / 6.93	eV
charge	-1
calculated total energy	-7647.35570	eV